# 1
Computed, not measured: a 2-piece molecular cluster, C5H14NO overall, with ωB97M-V with the def2-TZVPD basis set.

```
21
Properties=species:S:1:pos:R:3
C 1.95 2.80 -0.40
C 1.70 1.73 -1.56
C 0.24 0.99 -1.42
C 0.28 0.03 -0.26
C -0.21 -1.18 -0.37
N -0.88 -2.00 0.70
H 2.25 2.52 0.59
H 2.61 3.56 -0.78
H 1.11 3.42 -0.11
H 1.81 2.18 -2.54
H 2.59 0.97 -1.43
H -0.47 1.77 -1.29
H -0.12 0.38 -2.25
H 0.22 0.50 0.75
H -0.32 -1.67 -1.34
H -0.44 -2.85 0.50
H -0.79 -1.82 1.71
H -1.87 -2.25 0.54
H -3.93 -2.75 3.19
H -2.69 -3.58 3.04
O -3.06 -2.76 2.77
```

Properties
- ΔE to the lowest compared entry with this formula, charge and spin: 61.86 kcal per mole
- LUMO energy: -3.460 eV
- Net charge: +1
- HOMO-LUMO gap: 0.38833 Eh
- F_max: 3.75 eV Å⁻¹

Charges computed using Mulliken, reported in e: -1.222, -0.408, -0.677, -0.138, -0.392, -0.260, 0.365, 0.352, 0.355, 0.375, 0.261, 0.347, 0.391, 0.217, 0.322, 0.375, 0.363, 0.357, 0.327, 0.328, -0.638

=====

# 2
Computed, not measured: C22H18Cl2HfN7O2SbSe4 as an isolated structure, with ωB97M-V with the def2-TZVPD basis set.

```
57
Properties=species:S:1:pos:R:3
Hf 0.54 -0.70 -1.23
N -1.65 -3.19 -0.97
C -0.48 -3.56 -0.43
N -0.32 -4.86 -0.21
C 0.88 -5.23 0.23
N 1.09 -6.52 0.49
N 1.92 -4.39 0.41
C 1.66 -3.12 0.19
N 0.46 -2.61 -0.13
C 2.82 -2.20 0.16
C 4.06 -2.63 0.60
C 5.16 -1.81 0.38
C 4.97 -0.59 -0.25
C 3.69 -0.22 -0.61
N 2.63 -1.00 -0.42
H -2.25 -3.94 -1.25
H -1.74 -2.32 -1.47
H 0.39 -7.19 0.25
H 2.03 -6.81 0.69
H 4.14 -3.60 1.06
H 6.15 -2.13 0.68
H 5.79 0.07 -0.48
H 3.51 0.74 -1.07
Se 0.07 0.58 -5.65
Sb 1.63 0.13 -3.90
Se 0.97 1.65 -1.81
Se 1.18 -2.31 -3.05
Se 4.02 0.34 -4.03
Cl 1.26 0.82 1.63
C 0.85 2.50 1.33
C 1.88 3.38 1.11
C 1.60 4.69 0.75
C 0.28 5.08 0.60
C -0.76 4.19 0.84
Cl -2.37 4.79 0.64
C -0.51 2.87 1.26
N -1.46 1.94 1.65
C -2.87 1.87 1.44
C -3.69 2.02 2.55
C -5.07 1.89 2.44
C -5.63 1.59 1.22
C -4.81 1.41 0.11
C -3.43 1.53 0.20
C -2.62 1.30 -1.05
C -1.64 0.17 -1.02
O -1.05 -0.22 0.02
O -1.30 -0.41 -2.10
H 2.90 3.03 1.17
H 2.40 5.39 0.58
H 0.04 6.08 0.29
H -1.11 1.23 2.26
H -3.24 2.27 3.50
H -5.69 2.03 3.32
H -6.70 1.49 1.11
H -5.26 1.17 -0.84
H -2.01 2.19 -1.29
H -3.26 1.13 -1.92
```

Properties
- ΔE to the lowest compared entry with this formula, charge and spin: 17.56 kcal per mole
- LUMO energy: -1.297 eV
- HOMO-LUMO gap: 0.20986 Eh
- F_max: 2.22 eV Å⁻¹

Charges computed using Mulliken, reported in e: -0.134, -0.246, 0.482, -0.721, 0.283, -0.333, -0.606, -0.353, 0.015, 1.307, -0.609, -0.461, -1.083, -0.276, 0.781, 0.270, 0.265, 0.258, 0.247, 0.535, 0.431, 0.467, 0.720, -0.574, 0.458, -0.383, -0.325, -0.554, -0.128, 0.442, -0.684, -0.500, -0.709, 0.777, -0.214, -0.086, 0.131, -0.723, -0.377, -0.590, -0.654, -1.127, 1.403, -0.604, 1.088, -0.530, -0.584, 0.396, 0.390, 0.431, 0.333, 0.487, 0.397, 0.406, 0.378, 0.073, 0.516

=====

# 3
Computed, not measured: C4H16ClMgO4 as an isolated structure, with ωB97M-V with the def2-TZVPD basis set.

```
26
Properties=species:S:1:pos:R:3
Mg -1.06 -10.75 -1.81
Cl -2.94 -9.79 -0.96
O -5.56 -8.19 1.05
H -5.44 -8.55 1.94
H -4.95 -8.68 0.49
O -4.37 -12.00 1.55
H -3.72 -11.78 0.87
H -4.79 -11.17 1.77
C -3.03 -5.13 -3.73
C -3.25 -6.51 -3.14
O -2.64 -6.62 -1.85
H -3.48 -5.13 -4.72
H -1.96 -5.00 -3.89
H -3.37 -4.35 -3.07
H -2.80 -7.25 -3.82
H -4.32 -6.75 -3.05
H -2.83 -7.51 -1.54
C -6.29 -11.66 -2.23
C -6.54 -10.72 -3.38
O -5.79 -9.48 -3.21
H -6.61 -11.25 -1.27
H -5.22 -11.86 -2.09
H -6.77 -12.62 -2.39
H -7.55 -10.35 -3.51
H -6.24 -11.15 -4.34
H -4.92 -9.71 -2.87
```

Properties
- ΔE to the lowest compared entry with this formula, charge and spin: 0.00 kcal per mole
- LUMO energy: -8.831 eV
- Net charge: +1
- HOMO-LUMO gap: 0.14441 Eh
- F_max: 1.81 eV Å⁻¹

Charges computed using Mulliken, reported in e: 0.987, -0.061, -0.574, 0.318, 0.281, -0.565, 0.255, 0.305, -1.224, 0.085, -0.477, 0.346, 0.303, 0.339, 0.190, 0.266, 0.178, -0.917, -0.147, -0.423, 0.248, 0.193, 0.376, 0.280, 0.232, 0.207

=====

# 4
Computed, not measured: a 3-piece molecular cluster, C3H13NO2S overall, with ωB97M-V with the def2-TZVPD basis set.

```
20
Properties=species:S:1:pos:R:3
C -1.92 0.75 1.35
N -1.07 0.53 0.17
C -0.36 -0.76 0.28
C 0.70 -0.92 -0.77
S 1.88 0.49 -0.84
H -1.27 0.84 2.22
H -2.63 -0.05 1.51
H -2.45 1.70 1.22
H -1.66 0.43 -0.65
H -0.03 -0.90 1.32
H -1.11 -1.56 0.21
H 1.25 -1.85 -0.71
H 0.20 -0.90 -1.74
H 1.31 1.19 0.13
H 2.24 -0.84 1.54
H 3.51 -1.61 1.14
O 2.84 -1.54 1.82
H -0.38 1.65 -1.96
H -0.19 1.80 -3.45
O -0.86 1.55 -2.79
```

Properties
- ΔE to the lowest compared entry with this formula, charge and spin: 13.46 kcal per mole
- LUMO energy: 0.681 eV
- Structure (SMILES): CNCCS.O.O
- HOMO-LUMO gap: 0.36350 Eh
- F_max: 1.36 eV Å⁻¹

Charges computed using Mulliken, reported in e: -0.994, -0.267, -0.767, -0.730, -0.263, 0.293, 0.338, 0.335, 0.278, 0.410, 0.389, 0.396, 0.428, 0.166, 0.314, 0.322, -0.647, 0.315, 0.318, -0.636

=====

# 5
Computed, not measured: an isolated ion of composition C13H19F8N3O2P and charge +1, with ωB97M-V with the def2-TZVPD basis set.

```
46
Properties=species:S:1:pos:R:3
N 3.52 -1.79 2.36
P 3.46 -0.75 1.24
N 2.07 -0.73 0.15
C 0.74 -0.73 0.59
C 0.31 -0.63 2.02
C 0.02 0.83 2.39
O -0.87 1.44 1.48
C -2.17 1.74 1.93
C -3.23 1.16 0.99
F -2.73 1.01 -0.27
F -4.27 2.03 0.93
C -3.81 -0.19 1.45
F -4.47 0.05 2.60
F -2.76 -1.03 1.75
C -4.76 -0.97 0.49
F -5.46 -1.82 1.27
F -5.61 -0.10 -0.09
C -4.06 -1.84 -0.59
F -3.71 -1.06 -1.64
F -4.92 -2.78 -1.01
C 0.00 -0.71 -0.51
N 0.85 -0.69 -1.59
C 2.11 -0.70 -1.19
C 3.28 -0.64 -2.10
C 3.74 0.80 -2.36
C 2.76 1.61 -3.21
O 3.53 2.59 -3.87
H 2.80 -2.50 2.44
H 4.47 -0.82 0.28
H 3.49 0.60 1.61
H 1.11 -0.98 2.67
H -0.55 -1.26 2.19
H -0.35 0.89 3.42
H 0.96 1.39 2.36
H -2.31 2.82 1.92
H -2.36 1.36 2.94
H -3.18 -2.33 -0.19
H -1.07 -0.65 -0.62
H 0.55 -0.66 -2.55
H 3.00 -1.14 -3.03
H 4.11 -1.20 -1.67
H 3.86 1.30 -1.40
H 4.71 0.79 -2.85
H 2.25 0.95 -3.92
H 2.00 2.06 -2.57
H 2.95 3.26 -4.25
```

Properties
- LUMO energy: -2.940 eV
- Net charge: +1
- Structure (SMILES): N=[PH2]n1c(CCOCC(F)(F)C(F)(F)C(F)(F)C(F)F)c[nH+]c1CCCO
- HOMO-LUMO gap: 0.37398 Eh
- F_max: 1.26 eV Å⁻¹

Charges computed using Mulliken, reported in e: -0.730, 0.495, 0.199, -0.182, -0.827, -0.520, -0.290, -0.819, 0.862, -0.246, -0.315, 0.383, -0.308, -0.254, 0.681, -0.298, -0.265, 0.152, -0.245, -0.267, -0.241, 0.084, 0.447, -1.468, -0.253, -0.502, -0.504, 0.301, 0.076, 0.123, 0.480, 0.122, 0.416, 0.359, 0.346, 0.408, 0.276, 0.584, 0.334, 0.416, 0.439, 0.271, 0.430, 0.229, 0.296, 0.326

=====

# 6
Computed, not measured: a 4-piece molecular cluster, C22H53N2O8 overall, with ωB97M-V with the def2-TZVPD basis set.

```
85
Properties=species:S:1:pos:R:3
C 2.63 5.37 4.38
C 2.99 4.87 2.85
C 1.99 3.69 2.27
C 0.38 4.12 2.36
O -0.31 3.16 3.24
N -1.51 3.60 3.64
C -1.89 3.44 5.13
C -3.33 4.29 5.11
N -2.94 5.69 5.62
C -3.88 4.22 3.53
O -5.32 3.96 3.32
C -6.07 5.19 3.07
C -5.90 5.76 1.51
C -2.77 3.15 2.92
H 2.43 4.48 5.13
H 3.51 6.03 4.80
H 1.65 6.02 4.34
H 3.05 5.77 2.09
H 4.07 4.38 2.91
H 2.14 2.75 2.95
H 2.25 3.38 1.17
H 0.37 5.23 2.74
H -0.09 4.15 1.26
H -1.57 4.65 3.55
H -1.08 3.75 5.92
H -2.23 2.35 5.45
H -4.12 3.94 5.94
H -2.73 6.33 4.82
H -2.10 5.65 6.23
H -3.60 5.29 3.09
H -7.25 5.08 3.23
H -5.62 6.04 3.78
H -5.51 4.92 0.78
H -5.07 6.60 1.57
H -6.93 6.23 1.13
H -2.75 2.95 1.76
H -3.01 2.11 3.43
C -0.77 1.29 0.28
O -2.11 0.85 0.50
C -2.78 0.52 -0.72
C -2.86 -1.00 -0.91
O -1.57 -1.56 -1.17
C -1.04 -2.22 -0.03
H -0.28 1.38 1.25
H -0.21 0.59 -0.34
H -0.78 2.28 -0.20
H -2.29 1.00 -1.58
H -3.79 0.92 -0.65
H -3.48 -1.21 -1.79
H -3.34 -1.48 -0.05
H -1.60 -3.14 0.16
H -1.06 -1.58 0.86
H 0.00 -2.49 -0.24
C -0.39 -4.45 -2.97
O -0.79 -5.74 -2.53
C -0.10 -6.78 -3.21
C 0.99 -7.40 -2.32
O 2.06 -6.48 -2.11
C 2.02 -5.89 -0.81
H -0.84 -3.70 -2.30
H 0.70 -4.33 -2.94
H -0.75 -4.27 -3.98
H 0.32 -6.43 -4.16
H -0.84 -7.56 -3.44
H 1.41 -8.26 -2.84
H 0.57 -7.74 -1.37
H 2.28 -6.64 -0.06
H 1.04 -5.46 -0.60
H 2.77 -5.09 -0.77
C 3.58 -5.00 -4.07
O 3.44 -3.89 -4.96
C 4.48 -2.92 -4.77
C 5.52 -3.01 -5.89
O 6.29 -4.22 -5.79
C 5.89 -5.19 -6.75
H 2.86 -5.76 -4.36
H 4.59 -5.42 -4.12
H 3.36 -4.68 -3.04
H 4.95 -3.02 -3.79
H 4.00 -1.94 -4.82
H 6.23 -2.18 -5.78
H 5.05 -2.93 -6.88
H 6.19 -4.87 -7.75
H 4.81 -5.36 -6.73
H 6.40 -6.13 -6.52
```

Properties
- LUMO energy: -2.716 eV
- Net charge: +1
- HOMO-LUMO gap: 0.27466 Eh
- F_max: 3.83 eV Å⁻¹

Charges computed using Mulliken, reported in e: -0.765, -0.604, -0.545, -0.204, -0.313, 0.080, -0.645, -0.143, -0.539, 0.083, -0.401, -0.240, -0.788, -0.462, 0.201, 0.321, 0.200, 0.292, 0.333, 0.283, 0.282, 0.388, 0.216, 0.371, 0.419, 0.242, 0.301, 0.287, 0.270, 0.311, 0.329, 0.253, 0.185, 0.215, 0.326, 0.198, 0.210, -0.721, -0.211, -0.643, -0.620, -0.355, -0.808, 0.155, 0.439, 0.310, 0.394, 0.366, 0.398, 0.365, 0.383, 0.370, 0.220, -0.089, -0.393, -0.472, -0.577, -0.251, -0.852, -0.160, 0.107, 0.347, 0.285, 0.380, 0.338, 0.415, 0.291, 0.382, 0.281, -0.486, -0.383, -0.535, -0.503, -0.368, -0.700, 0.169, 0.348, 0.151, 0.330, 0.386, 0.367, 0.331, 0.332, 0.295, 0.245

=====

Question: Which formula does entry 2 have?
Answer: C22H18Cl2HfN7O2SbSe4

=====

Question: Which value of LUMO energy does entry 1 give?
Answer: -3.460 eV

=====

Question: Among the records above, which one has the lowest HOMO-LUMO gap?
Answer: C4H16ClMgO4